{
  "formula": "C6H9N",
  "method": "ωB97M-V/def2-TZVPD",
  "orbital_gap_ev": 9.011,
  "lumo_energy_ev": 1.082,
  "e_homo_ev": -7.929,
  "species": ["C", "C", "C", "N", "C", "C", "C", "H", "H", "H", "H", "H", "H", "H", "H", "H"],
  "positions_angstrom": [[-1.3238, 1.0068, 1.0852], [-0.0729, 0.3300, 0.6002], [1.2116, 0.7460, 0.9540], [2.0895, 0.1858, 0.0713], [1.4183, -0.6225, -0.8340], [0.0623, -0.4566, -0.5350], [-1.0348, -1.1502, -1.2922], [-1.7178, 1.7065, 0.3530], [-2.0545, 0.2374, 1.3542], [-1.1407, 1.5854, 1.9922], [1.5365, 1.2128, 1.8693], [3.0250, 0.1146, 0.4350], [1.9180, -0.9487, -1.7274], [-1.7798, -0.4064, -1.5851], [-1.6112, -1.8352, -0.6651], [-0.5257, -1.7058, -2.0757]],
  "forces_ev_per_a": [[0.09, -0.86, 0.65], [0.87, 2.30, 0.65], [-1.15, -1.03, -0.25], [0.21, 0.09, 1.01], [-0.67, 1.36, 0.86], [0.67, -1.77, -1.10], [0.16, 0.56, 0.68], [-0.20, -0.15, -0.20], [-0.31, 0.31, -0.19], [0.14, -0.06, 0.00], [0.12, 0.29, -0.17], [0.33, -0.30, -0.85], [-0.04, -0.45, 0.02], [0.14, -0.16, -0.74], [0.32, -0.18, 0.08], [-0.68, 0.05, -0.46]]
}

***

{
  "formula": "C6H9N",
  "method": "ωB97M-V/def2-TZVPD",
  "orbital_gap_ev": 8.881,
  "lumo_energy_ev": 1.047,
  "e_homo_ev": -7.833,
  "species": ["C", "C", "C", "N", "C", "C", "C", "H", "H", "H", "H", "H", "H", "H", "H", "H"],
  "positions_angstrom": [[-2.5818, -0.4473, -0.1070], [-1.1494, -0.0080, -0.0382], [-0.6941, 1.2762, 0.1206], [0.6790, 1.2461, 0.1438], [1.1218, -0.0448, 0.0024], [2.5774, -0.3875, 0.0420], [0.0084, -0.8413, -0.1166], [-3.2586, 0.3987, 0.0518], [-2.8047, -1.1994, 0.6592], [-2.8242, -0.8904, -1.0804], [-1.2361, 2.2085, 0.2112], [1.2742, 2.0535, 0.2380], [2.9670, -0.4060, 1.0677], [2.7418, -1.3780, -0.3907], [3.1791, 0.3284, -0.5311], [0.0206, -1.9183, -0.2439]],
  "forces_ev_per_a": [[-0.06, -0.01, -0.01], [0.03, 0.11, 0.02], [-0.17, -0.03, -0.01], [0.17, -0.03, 0.01], [-0.04, 0.03, 0.01], [0.06, -0.03, -0.02], [0.08, -0.02, 0.00], [0.11, -0.12, -0.03], [0.04, 0.11, -0.12], [0.05, 0.06, 0.14], [0.08, -0.16, -0.01], [-0.10, -0.17, -0.01], [-0.08, 0.03, -0.15], [-0.04, 0.14, 0.06], [-0.11, -0.10, 0.07], [0.00, 0.19, 0.03]]
}

***

{
  "formula": "C6H9N",
  "method": "ωB97M-V/def2-TZVPD",
  "orbital_gap_ev": [7.465, 7.470],
  "lumo_energy_ev": [0.305, 0.307],
  "e_homo_ev": [-7.160, -7.163],
  "species": ["C", "C", "C", "C", "C", "C", "N", "H", "H", "H", "H", "H", "H", "H", "H", "H"],
  "positions_angstrom": [[1.4787, 1.1816, 1.1757], [0.6784, 0.2962, 0.2583], [1.0029, -0.9780, 0.0075], [0.0207, -1.7325, -1.0364], [-1.1312, -1.3032, -0.3389], [-0.5542, 0.9734, -0.3510], [-1.5976, -0.0310, -0.4794], [1.6284, 2.1772, 0.7448], [2.4472, 0.7560, 1.4510], [0.9064, 1.3094, 2.1071], [0.1586, -2.8048, -0.9981], [0.1656, -1.3015, -2.0352], [-1.5372, -1.8725, 0.5072], [-0.2839, 1.3937, -1.3321], [-0.9414, 1.7760, 0.2837], [-2.4414, 0.1599, 0.0359]],
  "forces_ev_per_a": [[0.09, 0.13, 0.02], [0.20, -0.25, 0.10], [-0.43, 0.14, 0.22], [-0.09, -0.19, 0.01], [0.29, 0.34, 0.12], [-0.14, 0.10, -0.10], [-0.27, -0.25, 0.18], [0.05, -0.02, 0.06], [-0.19, -0.01, -0.22], [0.12, 0.10, -0.15], [0.28, 0.00, -0.16], [-0.06, -0.16, 0.32], [-0.15, -0.13, -0.68], [0.07, 0.04, 0.25], [0.02, 0.10, -0.21], [0.19, 0.06, 0.23]]
}

***

{
  "formula": "C6H9N",
  "method": "ωB97M-V/def2-TZVPD",
  "orbital_gap_ev": [8.790, 8.790],
  "lumo_energy_ev": [-0.348, -0.348],
  "e_homo_ev": [-9.138, -9.138],
  "species": ["C", "C", "N", "C", "C", "C", "C", "H", "H", "H", "H", "H", "H", "H", "H", "H"],
  "positions_angstrom": [[-1.2961, 1.2322, 0.2291], [-0.1371, 0.5690, 0.0937], [1.1228, 1.2171, 0.0360], [1.9977, 0.2722, -0.0299], [1.4127, -1.0602, 0.0815], [0.0716, -0.8898, 0.0869], [-1.0118, -1.8943, 0.3035], [-2.2625, 0.8069, -0.0221], [-1.3216, 2.2442, 0.6099], [3.0491, 0.4960, -0.2071], [1.9725, -1.9816, 0.1715], [-0.6721, -2.8908, 0.0141], [-1.9125, -1.6506, -0.2698], [-1.3015, -1.9286, 1.3614], [-0.3990, 2.9695, -1.0032], [0.3000, 2.7806, -0.8144]],
  "forces_ev_per_a": [[0.00, -0.28, 0.31], [-0.23, 0.07, 0.22], [0.23, -0.24, 0.37], [-0.06, 0.08, 0.06], [-0.14, -0.19, -0.13], [0.09, -0.09, 0.00], [-0.02, -0.10, -0.06], [0.14, -0.41, 0.48], [0.10, 0.01, -0.44], [-0.17, -0.06, 0.18], [-0.12, 0.01, -0.11], [-0.08, 0.07, 0.03], [0.15, -0.04, 0.04], [0.06, 0.03, -0.18], [0.27, 0.56, -0.42], [-0.23, 0.59, -0.36]]
}

***

{
  "formula": "C6H9N",
  "method": "ωB97M-V/def2-TZVPD",
  "orbital_gap_ev": [8.378, 8.378],
  "lumo_energy_ev": [0.136, 0.136],
  "e_homo_ev": [-8.241, -8.242],
  "species": ["C", "C", "C", "C", "C", "C", "N", "H", "H", "H", "H", "H", "H", "H", "H", "H"],
  "positions_angstrom": [[-1.6177, 0.0787, -0.9111], [-0.1189, -0.0911, -0.5752], [0.3980, 0.9189, 0.4723], [0.6410, 0.0260, 1.6865], [0.7649, -1.2617, 0.8870], [0.6568, -0.2675, -1.7769], [1.2890, -0.4616, -2.7309], [-2.0500, -0.7245, -1.5174], [-1.7172, 1.0074, -1.5020], [-2.2308, 0.2097, -0.0140], [-0.3216, 1.7203, 0.6457], [1.3325, 1.3384, 0.0972], [1.5397, 0.3106, 2.2486], [-0.1929, -0.0037, 2.3948], [1.7545, -1.3481, 0.4286], [-0.1273, -1.4517, 0.1669]],
  "forces_ev_per_a": [[0.15, -0.23, 0.20], [0.33, 0.44, -0.05], [0.06, 0.51, 0.07], [-0.19, 0.17, -0.05], [-0.89, 0.59, -1.57], [0.67, -0.04, -0.64], [-0.61, 0.19, 0.86], [0.25, 0.02, 0.16], [0.17, -0.26, 0.23], [0.20, -0.12, -0.03], [0.05, 0.22, -0.11], [-0.03, 0.13, 0.15], [-0.19, -0.28, -0.22], [0.03, 0.05, -0.13], [-0.32, -0.30, -0.14], [0.31, -1.09, 1.26]]
}

***

{
  "formula": "C6H9N",
  "method": "ωB97M-V/def2-TZVPD",
  "orbital_gap_ev": 10.450,
  "lumo_energy_ev": 1.062,
  "e_homo_ev": -9.389,
  "species": ["C", "C", "C", "C", "C", "C", "N", "H", "H", "H", "H", "H", "H", "H", "H", "H"],
  "positions_angstrom": [[2.7921, 0.5288, 2.1629], [1.7615, 0.1296, 1.2028], [0.9476, -0.2159, 0.3832], [0.0222, -0.6496, -0.6671], [-1.4382, -0.2321, -0.4359], [-2.0564, 0.3900, -1.6074], [-2.3794, -1.0206, -1.2144], [2.7245, 1.5949, 2.4020], [3.7876, 0.3420, 1.7460], [2.7085, -0.0356, 3.0972], [0.1026, -1.7295, -0.8235], [0.3510, -0.1817, -1.6053], [-1.6611, 0.1829, 0.5459], [-1.5239, 0.4846, -2.5379], [-2.7897, 1.1664, -1.3722], [-3.3490, -0.7540, -1.2765]],
  "forces_ev_per_a": [[0.07, 0.02, 0.06], [-0.34, -0.14, -0.35], [0.35, 0.07, 0.39], [0.02, -0.08, -0.01], [0.22, 0.48, 0.01], [0.77, 0.76, -0.22], [-0.03, 0.53, -1.46], [-0.02, -0.15, -0.04], [-0.15, 0.03, 0.07], [-0.02, 0.08, -0.14], [-0.11, 0.07, 0.17], [-0.02, -0.22, 0.17], [-0.13, -0.28, -0.08], [0.31, 0.35, -0.06], [-0.06, -0.34, -0.39], [-0.85, -1.17, 1.90]]
}

***

{
  "formula": "C6H9N",
  "method": "ωB97M-V/def2-TZVPD",
  "orbital_gap_ev": 9.136,
  "lumo_energy_ev": 0.937,
  "e_homo_ev": -8.199,
  "species": ["C", "C", "C", "N", "C", "C", "C", "H", "H", "H", "H", "H", "H", "H", "H", "H"],
  "positions_angstrom": [[-0.9247, 2.0788, 0.4918], [-0.3964, 1.0468, 0.8320], [-0.2891, -0.2372, 1.5526], [0.5440, -1.2069, 0.7986], [0.6588, -0.5610, -0.4615], [1.4393, 0.5200, -0.4718], [-0.4090, -0.8967, -1.4684], [-1.0036, 2.9792, -0.0678], [0.1349, -0.0367, 2.5372], [-1.3274, -0.5655, 1.6192], [0.0748, -2.1081, 0.7135], [1.3813, 1.2499, -1.2649], [2.1439, 0.6976, 0.3413], [-0.6210, -0.0305, -2.1001], [-1.3536, -1.1933, -0.9820], [-0.0524, -1.7363, -2.0697]],
  "forces_ev_per_a": [[0.60, 0.30, -0.33], [-1.45, 0.29, 1.25], [-0.14, 0.08, 0.39], [-0.14, 0.20, -0.10], [0.39, -0.15, -0.40], [0.80, -0.64, -0.76], [0.27, 0.00, -0.12], [-0.34, 0.17, 0.11], [-0.18, -0.24, 0.13], [0.01, -0.26, 0.46], [0.06, 0.39, 0.11], [0.08, -0.04, -0.10], [-0.22, -0.05, -0.25], [0.11, -0.21, -0.12], [0.40, 0.12, -0.07], [-0.25, 0.03, -0.21]]
}

***

So what do the calculations give for relative energy (zero: lowest compared OMol25 entry of this formula, charge and spin)? Going down the list: 0.607 0.055 4.331 2.850 4.467 3.793 4.143 eV.